Entry i
Density functional theory data (wB97M-V/def2-TZVPD) for a gas-phase ion, C4H4NO5 (charge -1).

```
14
Properties=species:S:1:pos:R:3
C -1.69 -0.72 0.53
C -1.87 0.34 -0.26
C 1.06 -0.01 0.10
C 0.69 -1.30 0.32
N 0.49 0.86 0.89
O 0.96 2.20 0.69
O -0.57 -1.42 0.95
O -2.10 1.25 -1.00
O 2.13 0.44 -0.78
O 0.94 -2.32 -0.69
H -2.60 -1.10 1.00
H 0.20 2.58 0.38
H 2.10 1.36 -0.61
H 0.25 -2.15 -1.50
```

Output
HOMO (spin up / spin down) = -2.33 / -2.33 eV
Total charge = -1
Frontier orbital gap (spin up / spin down) = 5.97 / 5.97 eV
Spin multiplicity = 1

***

Entry ii
Density functional theory data (wB97M-V/def2-TZVPD) for a gas-phase ion, C4H4NO5 (charge -1).

```
14
Properties=species:S:1:pos:R:3
O -1.87 0.74 -2.76
C -1.25 0.58 -1.76
N -0.96 -0.65 -1.20
C -0.06 -0.28 0.23
O 1.15 -0.87 0.06
C -0.79 -1.07 1.42
O -0.07 -2.08 1.69
O -1.88 -0.67 1.81
C -0.08 1.18 0.11
O -0.82 1.61 -1.05
H -1.81 -1.35 -1.07
H 1.05 -1.59 0.79
H -0.38 1.80 0.92
H 1.01 1.43 -0.22
```

Output
HOMO = -5.36 eV
Total charge = -1
Structure (SMILES) = O=C1N[C@](O)(C(=O)[O-])CO1
Frontier orbital gap = 9.16 eV
Spin multiplicity = 1

***

Most stable: entry ii

***

Entry i
Density functional theory data (wB97M-V/def2-TZVPD) for 2 unconnected molecules or ions with the total composition C2H7O2.

```
11
Properties=species:S:1:pos:R:3
O 1.92 0.58 -0.79
H 2.14 1.31 -1.42
H 0.28 -1.02 -1.03
H 2.71 0.58 -0.26
C -0.74 -1.18 -0.51
C -1.20 0.04 0.21
O -0.55 0.33 1.31
H -1.42 -1.44 -1.30
H -0.67 -1.99 0.28
H -1.89 0.82 -0.29
H -0.39 1.30 1.66
```

Output
HOMO = -15.82 eV
Total charge = +1
Frontier orbital gap = 9.44 eV
Spin multiplicity = 1

***

Entry ii
Density functional theory data (wB97M-V/def2-TZVPD) for 2 unconnected molecules or ions with the total composition C2H7O2.

```
11
Properties=species:S:1:pos:R:3
O 0.26 -1.26 -1.85
H -0.21 -2.10 -1.96
H 0.69 0.87 -0.46
H 0.70 -1.03 -2.65
C 0.01 0.13 0.00
C -0.53 0.61 1.25
O 0.32 1.42 1.78
H -0.75 -0.20 -0.89
H 0.85 -0.67 0.23
H -1.58 0.54 1.71
H 0.24 1.69 2.85
```

Output
HOMO = -15.57 eV
Total charge = +1
Frontier orbital gap = 9.68 eV
Spin multiplicity = 1

***

Entry iii
Density functional theory data (wB97M-V/def2-TZVPD) for 2 unconnected molecules or ions with the total composition C2H7O2.

```
11
Properties=species:S:1:pos:R:3
C 0.97 1.01 0.35
C 0.89 -1.27 0.09
O -1.98 -0.12 -0.61
O 1.49 -0.28 0.37
H 0.25 1.30 -0.50
H 0.33 1.00 1.24
H 1.71 1.78 0.49
H -2.29 0.43 -1.34
H 1.28 -2.26 0.42
H -0.04 -1.08 -0.48
H -2.62 -0.51 -0.03
```

Output
HOMO = -16.13 eV
Total charge = +1
Frontier orbital gap = 10.12 eV
Spin multiplicity = 1

***

Most stable: entry i